Formula: C24H33CoF6N7O8PS2
Source: OMol25
Level of theory: ωB97M-V/def2-TZVPD

Values from the calculation:
- E_HOMO: -8.48 eV
- Multiplicity: 1
- ΔE to the lowest compared entry with this formula, charge and spin: 34.8 kJ/mol

Each line ends with the Mulliken charge.
Cartesian coordinates (Å):
Co (0.09, 0.74, 0.33)  -0.007
C (-3.59, -1.18, -0.50)  -2.249
C (-2.31, -0.66, 0.07)  0.970
N (-1.36, -0.13, -0.61)  2.128
N (-1.38, 0.06, -1.96)  -1.477
C (-0.27, 0.69, -2.28)  -0.131
O (0.65, 1.05, -1.45)  -0.295
C (0.00, 0.95, -3.72)  0.380
C (1.16, 1.61, -4.08)  -0.249
C (1.44, 1.84, -5.42)  -0.968
C (0.55, 1.41, -6.40)  -0.386
C (-0.62, 0.75, -6.04)  -0.778
C (-0.90, 0.52, -4.70)  -0.273
C (-2.02, -0.67, 1.51)  0.876
C (-2.86, -1.26, 2.44)  -0.722
C (-2.53, -1.17, 3.79)  -0.876
C (-1.37, -0.52, 4.16)  -1.095
C (-0.57, 0.04, 3.17)  -0.861
N (-0.89, -0.02, 1.88)  1.427
H (-3.57, -1.08, -1.58)  0.407
H (-4.43, -0.60, -0.11)  0.296
H (-3.75, -2.22, -0.22)  0.439
H (1.83, 1.96, -3.31)  0.583
H (2.35, 2.36, -5.70)  0.422
H (0.77, 1.59, -7.44)  0.396
H (-1.31, 0.43, -6.80)  0.416
H (-1.81, 0.02, -4.40)  0.469
H (-3.77, -1.74, 2.12)  0.537
H (-3.19, -1.59, 4.54)  0.427
H (-1.10, -0.40, 5.19)  0.568
H (0.32, 0.60, 3.40)  0.552
C (2.28, 2.96, 3.01)  -0.939
O (1.36, 2.03, 2.41)  -0.135
C (1.48, 1.86, 1.07)  0.969
O (2.35, 2.40, 0.44)  -0.630
H (2.23, 2.80, 4.08)  0.277
H (1.98, 3.98, 2.77)  0.247
H (3.29, 2.79, 2.64)  0.338
F (-0.76, 5.08, 0.02)  -0.191
C (-1.57, 4.78, 1.04)  0.551
F (-0.89, 4.90, 2.18)  -0.224
F (-2.58, 5.63, 1.04)  -0.199
S (-2.18, 3.03, 0.83)  1.355
O (-0.97, 2.40, 0.29)  -0.933
O (-3.31, 3.11, -0.05)  -0.761
N (-2.44, 2.41, 2.23)  -0.272
S (-3.62, 2.88, 3.18)  0.965
O (-3.77, 4.30, 3.23)  -0.673
O (-3.53, 2.11, 4.39)  -0.626
C (-5.19, 2.27, 2.36)  0.593
F (-4.96, 1.22, 1.56)  -0.175
F (-5.76, 3.23, 1.64)  -0.217
F (-6.06, 1.88, 3.30)  -0.250
C (4.07, -3.23, 1.10)  -1.033
N (2.71, -2.73, 1.15)  0.642
C (2.14, -2.67, 2.49)  -1.005
P (1.99, -1.94, -0.11)  -1.142
O (1.32, -0.73, 0.47)  0.074
N (1.03, -3.06, -0.87)  0.308
C (0.41, -2.71, -2.14)  -0.811
C (0.23, -3.99, -0.08)  -0.745
N (3.07, -1.52, -1.26)  0.757
C (3.69, -0.19, -1.28)  -0.812
C (3.59, -2.43, -2.26)  -1.305
H (4.11, -4.25, 1.49)  0.342
H (4.73, -2.61, 1.71)  0.296
H (4.44, -3.24, 0.09)  0.272
H (2.08, -3.68, 2.92)  0.318
H (1.13, -2.25, 2.46)  0.155
H (2.75, -2.04, 3.14)  0.347
H (0.97, -1.91, -2.63)  0.147
H (-0.62, -2.39, -2.01)  0.206
H (0.43, -3.59, -2.80)  0.443
H (0.77, -4.30, 0.81)  0.289
H (0.01, -4.87, -0.68)  0.381
H (-0.73, -3.54, 0.22)  0.075
H (3.14, 0.51, -0.66)  0.125
H (3.68, 0.18, -2.30)  0.273
H (4.73, -0.24, -0.94)  0.271
H (3.09, -3.39, -2.19)  0.363
H (4.67, -2.57, -2.14)  0.428
H (3.41, -2.02, -3.26)  0.339

---

Formula: C24H33F6N6PPrSSi
Source: OMol25
Level of theory: ωB97M-V/def2-TZVPD

Values from the calculation:
- E_HOMO (alpha / beta): -14.32 / -14.35 eV
- <S²>: 3.78
- Charge: +2
- Multiplicity: 4

Each line ends with the Mulliken charge.
Cartesian coordinates (Å):
Pr (-0.43, -0.41, -0.40)  1.199
N (1.64, -1.01, -1.96)  -0.434
C (2.18, -2.29, -1.42)  -0.676
C (2.74, -2.07, -0.04)  -0.754
N (1.77, -1.40, 0.88)  0.185
C (1.44, -2.16, 2.11)  -0.723
C (0.11, -2.87, 2.03)  -0.589
N (-0.97, -1.88, 1.80)  -0.424
H (1.29, -1.18, -2.90)  0.286
H (2.40, -0.36, -2.07)  0.272
H (2.95, -2.71, -2.06)  0.580
H (1.37, -3.01, -1.38)  0.216
H (3.64, -1.44, -0.11)  0.360
H (3.06, -3.02, 0.38)  0.389
H (2.20, -0.54, 1.19)  0.092
H (1.42, -1.46, 2.95)  0.335
H (2.23, -2.89, 2.34)  0.427
H (-0.04, -3.44, 2.94)  0.525
H (0.11, -3.57, 1.20)  0.266
H (-1.14, -1.38, 2.66)  0.274
H (-1.84, -2.38, 1.61)  0.298
C (3.15, 3.04, -0.25)  -1.425
C (2.20, 2.06, 0.05)  -0.118
N (1.14, 1.79, -0.70)  0.667
C (0.95, 2.54, -1.82)  -0.106
C (1.86, 3.54, -2.21)  1.148
C (2.98, 3.77, -1.40)  -0.660
C (1.64, 4.29, -3.42)  -0.999
C (0.55, 4.07, -4.17)  -0.994
C (-0.43, 3.09, -3.77)  1.142
C (-1.61, 2.89, -4.50)  -0.663
C (-2.53, 1.98, -4.07)  -1.379
C (-2.25, 1.26, -2.90)  -0.024
N (-1.15, 1.41, -2.19)  0.372
C (-0.24, 2.33, -2.61)  -0.248
H (3.99, 3.21, 0.41)  0.501
H (2.33, 1.47, 0.94)  0.282
H (3.69, 4.54, -1.68)  0.463
H (2.37, 5.04, -3.70)  0.444
H (0.37, 4.63, -5.07)  0.447
H (-1.77, 3.46, -5.41)  0.465
H (-3.45, 1.80, -4.60)  0.474
H (-2.97, 0.53, -2.55)  0.475
C (-2.72, 4.41, 5.34)  -1.110
Si (-1.36, 3.34, 4.69)  0.277
C (-1.06, 1.92, 5.82)  -1.009
C (0.15, 4.35, 4.37)  -1.016
C (-2.03, 2.65, 3.01)  0.426
C (-3.28, 3.07, 2.55)  0.005
C (-3.80, 2.61, 1.36)  -1.270
C (-3.05, 1.70, 0.60)  -0.136
N (-1.87, 1.27, 0.98)  0.320
C (-1.36, 1.73, 2.17)  -0.144
S (0.18, 1.11, 2.56)  -0.347
H (-2.41, 4.82, 6.31)  0.337
H (-3.65, 3.84, 5.51)  0.338
H (-2.94, 5.26, 4.69)  0.336
H (-0.79, 2.30, 6.81)  0.383
H (-0.24, 1.28, 5.47)  0.295
H (-1.96, 1.30, 5.94)  0.342
H (0.47, 4.83, 5.30)  0.375
H (-0.05, 5.15, 3.64)  0.348
H (0.98, 3.74, 4.00)  0.298
H (-3.86, 3.78, 3.14)  0.453
H (-4.77, 2.93, 1.00)  0.467
H (-3.45, 1.31, -0.33)  0.312
F (-1.15, -1.32, -2.50)  -0.342
P (-2.20, -2.43, -1.80)  1.494
F (-0.87, -2.68, -0.78)  -0.300
F (-2.53, -1.10, -0.70)  -0.430
F (-3.07, -3.34, -0.89)  -0.381
F (-3.36, -1.93, -2.69)  -0.330
F (-1.71, -3.55, -2.75)  -0.362

---

Formula: C24H33N2O6
Source: OMol25
Level of theory: ωB97M-V/def2-TZVPD

Values from the calculation:
- E_HOMO: -3.49 eV
- Charge: -1
- Multiplicity: 1

Each line ends with the natural charge from an NBO analysis.
Cartesian coordinates (Å):
O (-1.10, -4.62, 1.02)  -0.607
C (-0.48, -3.61, 0.75)  0.809
O (-0.85, -2.39, 1.10)  -0.438
N (-0.83, -1.51, -0.06)  -0.409
C (0.24, -0.70, -0.01)  0.186
C (0.88, -0.16, -1.16)  -0.360
C (1.98, 0.63, -1.02)  0.023
N (2.58, 1.05, 0.11)  -0.541
C (1.96, 0.52, 1.17)  0.034
C (0.88, -0.32, 1.21)  -0.381
C (0.84, -3.73, 0.00)  -0.120
C (1.97, -3.42, 0.72)  -0.194
C (3.20, -3.48, 0.10)  -0.218
C (3.26, -3.85, -1.22)  -0.170
C (2.14, -4.16, -1.94)  -0.239
C (0.91, -4.10, -1.31)  -0.187
H (0.49, -0.39, -2.15)  0.201
H (2.44, 0.99, -1.95)  0.199
H (2.38, 0.80, 2.14)  0.176
H (0.52, -0.68, 2.16)  0.213
H (1.87, -3.10, 1.75)  0.221
H (4.08, -3.21, 0.68)  0.206
H (4.23, -3.90, -1.71)  0.189
H (2.18, -4.43, -2.99)  0.202
H (-0.01, -4.32, -1.83)  0.214
C (-0.47, 4.18, 2.89)  -0.719
C (0.87, 3.60, 3.26)  0.591
O (1.04, 2.41, 3.35)  -0.519
C (2.00, 4.57, 3.51)  -0.718
H (-1.18, 3.37, 2.74)  0.243
H (-0.83, 4.82, 3.70)  0.217
H (-0.39, 4.76, 1.97)  0.228
H (1.74, 5.23, 4.34)  0.216
H (2.19, 5.17, 2.61)  0.227
H (2.90, 4.02, 3.76)  0.234
C (4.33, 3.23, -4.68)  -0.719
C (4.68, 1.99, -3.90)  0.592
O (3.83, 1.31, -3.38)  -0.519
C (6.14, 1.63, -3.79)  -0.719
H (3.25, 3.37, -4.67)  0.239
H (4.79, 4.11, -4.22)  0.224
H (4.66, 3.13, -5.71)  0.220
H (6.69, 2.44, -3.30)  0.225
H (6.56, 1.46, -4.79)  0.219
H (6.25, 0.72, -3.21)  0.241
C (-5.47, -1.33, -2.60)  -0.720
C (-4.64, -0.35, -1.80)  0.594
O (-4.87, 0.84, -1.83)  -0.570
C (-3.52, -0.93, -0.98)  -0.720
H (-6.24, -0.79, -3.15)  0.220
H (-4.84, -1.86, -3.32)  0.227
H (-5.95, -2.05, -1.93)  0.223
H (-2.80, -1.44, -1.62)  0.261
H (-3.92, -1.62, -0.24)  0.226
H (-3.00, -0.13, -0.46)  0.251
C (-5.20, -1.48, 3.82)  -0.722
C (-5.20, 0.02, 3.61)  0.601
O (-5.66, 0.77, 4.43)  -0.562
C (-4.58, 0.52, 2.33)  -0.724
H (-5.67, -1.70, 4.78)  0.224
H (-5.77, -1.97, 3.03)  0.226
H (-4.18, -1.86, 3.83)  0.244
H (-5.13, 0.11, 1.47)  0.231
H (-3.53, 0.22, 2.27)  0.251
H (-4.64, 1.60, 2.30)  0.231

---

| no. | electronic energy (eV) |
| --- | --- |
| 1 | -137127.1927 |
| 2 | -92738.3454 |
| 3 | -40687.5912 |